Entry a
The following is a quantum chemistry calculation of a gas-phase ion, C9H13N2 (charge +1), from the OMol25 dataset.

Properties
**E_HOMO**: -0.51039 Eh
**Charge**: +1
**SMILES**: CCC1=C[N@H+](CC)C#CC=N1

Geometry (Å):
C 0.412 -2.053 0.389
C 1.094 -1.233 0.983
C -0.880 -2.318 -0.117
C 0.065 0.704 0.409
C -1.116 0.084 0.004
C -3.666 0.368 0.269
C 3.705 0.160 -0.260
C -2.303 1.020 -0.208
C 2.195 0.347 -0.553
N -1.497 -1.232 -0.424
N 1.379 0.133 0.667
H -1.302 -3.326 -0.372
H 0.084 1.776 0.522
H -3.890 -0.466 -0.425
H -4.352 1.249 0.349
H -3.581 -0.189 1.273
H 4.217 0.871 0.373
H 3.858 -0.844 -0.002
H 4.407 0.271 -1.144
H -2.168 2.100 0.286
H -2.497 1.274 -1.308
H 2.001 -0.522 -1.123
H 1.942 1.228 -1.116
H 1.892 0.596 1.528

These are the Mulliken partial charges, in e, on atoms 1 to 8: number 1, C, carries 0.33; number 2, C, carries -0.40; number 3, C, carries -0.19; number 4, C, carries -0.76; number 5, C, carries 0.59; number 6, C, carries -1.01; number 7, C, carries -1.27; number 8, C, carries -0.47

Entry b
The following is a quantum chemistry calculation of 2 unconnected molecules or ions with the total composition C9H13N2, from the OMol25 dataset.

Properties
**E_HOMO**: -0.46222 Eh
**Charge**: +1

Geometry (Å):
C 2.208 1.719 -0.037
C 0.934 1.293 0.113
C 3.178 0.816 -0.297
C 2.870 -0.558 -0.322
C 0.722 -0.036 0.255
C -3.496 0.171 0.132
C -2.754 1.444 0.012
C -2.095 0.001 -0.465
C 1.285 -2.372 0.137
N 1.666 -1.025 0.117
N -1.130 -0.781 0.220
H 2.289 2.747 -0.003
H 0.212 2.033 0.032
H 4.237 1.080 -0.548
H 3.544 -1.283 -0.754
H -3.740 -0.118 1.159
H -4.449 -0.040 -0.439
H -3.026 2.176 -0.714
H -2.408 1.801 0.951
H -2.253 -0.153 -1.533
H 0.332 -2.441 -0.484
H 2.048 -3.082 -0.035
H 1.042 -2.463 1.285
H -1.216 -0.930 1.215

These are the Mulliken partial charges, in e, on atoms 1 to 8: number 1, C, carries -0.36; number 2, C, carries -0.58; number 3, C, carries -0.60; number 4, C, carries -0.01; number 5, C, carries 0.54; number 6, C, carries -0.65; number 7, C, carries -0.54; number 8, C, carries -0.08

The energy of each structure relative to the most stable one, in eV, is as follows: entry a 1.979; entry b 0.000.

Entry a
The following is a quantum chemistry calculation of a molecular structure, C2H4INO2, from the OMol25 dataset.

Properties
**E_HOMO**: -0.34274 Eh

Geometry (Å):
C -0.004 -0.137 -0.476
C -1.204 0.415 0.310
N 1.207 -0.054 -0.097
O -0.363 -0.846 -1.503
O 1.399 0.817 1.049
I 0.846 -2.312 -2.128
H -1.755 1.204 -0.293
H -1.826 -0.446 0.575
H -0.622 0.900 1.129
H 2.322 0.460 1.433

These are the Mulliken partial charges, in e, on atoms 1 to 8: number 1, C, carries 0.88; number 2, C, carries -0.79; number 3, N, carries -0.45; number 4, O, carries -0.62; number 5, O, carries -0.43; number 6, I, carries 0.24; number 7, H, carries 0.26; number 8, H, carries 0.26

Entry b
The following is a quantum chemistry calculation of 2 unconnected molecules or ions with the total composition C2H4INO2, from the OMol25 dataset.

Properties
**E_HOMO (alpha / beta)**: -0.35669 / -0.33233 Eh

Geometry (Å):
C -0.864 -0.454 0.594
C 0.998 1.138 -0.221
N -0.459 -1.339 -0.389
O -0.852 -1.149 -1.535
O 0.306 -2.242 -0.069
I 0.621 2.917 0.722
H -0.567 -0.662 1.605
H -1.669 0.216 0.355
H 1.786 0.530 0.185
H 0.700 1.044 -1.247

These are the Mulliken partial charges, in e, on atoms 1 to 8: number 1, C, carries -0.67; number 2, C, carries -0.83; number 3, N, carries 0.84; number 4, O, carries -0.54; number 5, O, carries -0.55; number 6, I, carries 0.16; number 7, H, carries 0.37; number 8, H, carries 0.40

The energy of each structure relative to the most stable one, in eV, is as follows: entry a 0.000; entry b 3.116.